{
  "formula": "C28H15Cl8F6NO7S3SbZr",
  "method": "the ωB97M-V functional and the def2-TZVPD basis",
  "spin_multiplicity": 1,
  "e_above_lowest_ev": 0.000,
  "total_charge": 1,
  "lumo_ha": -0.146,
  "homo_lumo_gap_ev": 7.570,
  "total_energy_ev": -201907.7716,
  "species": ["Zr", "F", "C", "F", "F", "S", "O", "O", "N", "S", "O", "O", "C", "F", "F", "F", "Cl", "C", "C", "Cl", "C", "Cl", "C", "O", "C", "Cl", "C", "Cl", "Cl", "C", "Cl", "Cl", "C", "O", "O", "S", "Sb", "C", "C", "C", "C", "C", "C", "C", "C", "C", "C", "C", "C", "C", "C", "C", "C", "C", "C", "H", "H", "H", "H", "H", "H", "H", "H", "H", "H", "H", "H", "H", "H", "H"],
  "coordinates": [[0.222, 0.209, 0.030], [1.889, 4.213, -1.085], [2.268, 3.597, 0.014], [3.166, 4.320, 0.656], [2.800, 2.413, -0.294], [0.803, 3.299, 1.157], [0.807, 1.815, 1.339], [1.081, 3.996, 2.362], [-0.418, 3.797, 0.362], [-1.657, 2.974, -0.150], [-1.629, 1.580, 0.344], [-1.944, 3.177, -1.524], [-3.031, 3.736, 0.812], [-3.162, 4.999, 0.457], [-4.146, 3.070, 0.554], [-2.757, 3.660, 2.109], [4.074, -6.166, 0.205], [3.455, -4.571, 0.249], [2.179, -4.306, -0.245], [1.216, -5.547, -0.922], [1.693, -3.008, -0.186], [0.168, -2.585, -0.888], [2.433, -1.967, 0.364], [1.918, -0.739, 0.441], [3.727, -2.231, 0.810], [4.663, -0.919, 1.379], [4.231, -3.528, 0.763], [5.812, -3.838, 1.338], [1.252, 2.075, -4.480], [0.753, 0.569, -3.746], [-0.250, -0.371, -4.827], [2.174, -0.388, -3.195], [0.072, 0.805, -2.397], [0.558, 1.675, -1.620], [-0.766, -0.023, -1.946], [-0.944, -1.082, 1.945], [0.057, -0.467, 3.957], [-0.501, -2.020, 5.247], [-0.458, -3.337, 4.804], [-0.788, -4.357, 5.685], [-1.157, -4.055, 6.989], [-1.204, -2.737, 7.422], [-0.874, -1.709, 6.550], [2.150, -0.279, 4.092], [2.876, -1.363, 4.575], [4.220, -1.198, 4.873], [4.821, 0.042, 4.705], [4.090, 1.119, 4.222], [2.746, 0.964, 3.911], [-0.794, 1.320, 4.656], [-2.116, 1.603, 4.337], [-2.723, 2.710, 4.911], [-2.013, 3.520, 5.786], [-0.690, 3.232, 6.095], [-0.073, 2.123, 5.536], [-0.188, -3.568, 3.780], [-0.763, -5.385, 5.351], [-1.415, -4.854, 7.672], [-1.501, -2.507, 8.436], [-0.919, -0.679, 6.885], [2.399, -2.323, 4.741], [4.794, -2.036, 5.246], [5.866, 0.172, 4.955], [4.560, 2.085, 4.095], [2.171, 1.811, 3.559], [-2.663, 0.977, 3.641], [-3.752, 2.943, 4.669], [-2.493, 4.382, 6.230], [-0.137, 3.869, 6.772], [0.957, 1.896, 5.780]],
  "forces_ev_per_a": [[-0.43, -0.30, 0.90], [-0.01, 0.00, 0.10], [0.13, -0.11, -0.14], [-0.08, -0.01, 0.01], [0.11, 0.08, 0.04], [0.00, 0.45, 0.21], [0.14, -0.64, -0.47], [-0.02, 0.00, 0.00], [-0.11, -0.07, -0.03], [0.00, 0.04, -0.02], [0.32, -0.02, -0.30], [-0.05, 0.02, 0.04], [-0.04, -0.07, 0.05], [0.01, 0.03, -0.03], [0.00, -0.01, -0.01], [0.00, 0.01, -0.03], [0.01, -0.04, 0.00], [0.02, 0.06, 0.02], [0.01, 0.03, 0.00], [-0.01, -0.03, -0.02], [0.01, 0.07, -0.01], [-0.03, 0.05, 0.02], [0.10, -0.07, 0.03], [-0.61, 0.58, -0.62], [-0.05, -0.05, 0.01], [0.05, 0.08, 0.03], [-0.07, 0.01, -0.03], [0.04, -0.01, 0.02], [0.02, -0.04, 0.06], [-0.15, 0.04, -0.13], [0.05, 0.02, 0.07], [0.04, -0.01, -0.21], [0.07, 0.07, 0.07], [0.16, -0.27, 0.27], [0.35, -0.11, 0.30], [0.07, 0.14, -0.16], [0.02, 0.21, 0.00], [0.06, 0.11, -0.08], [-0.03, 0.01, 0.02], [0.01, -0.01, -0.02], [0.00, 0.02, 0.00], [0.00, -0.01, 0.00], [0.02, -0.02, -0.02], [-0.29, 0.01, 0.01], [0.00, -0.01, -0.02], [0.04, 0.01, 0.00], [-0.03, -0.02, -0.01], [-0.02, 0.02, -0.02], [0.04, -0.01, 0.01], [0.15, -0.26, 0.01], [0.00, 0.03, -0.01], [-0.02, -0.01, 0.00], [0.02, -0.02, -0.01], [-0.01, 0.02, 0.00], [-0.02, 0.01, -0.02], [0.00, -0.02, 0.00], [0.00, 0.00, 0.01], [0.00, 0.00, 0.00], [0.00, 0.00, 0.00], [0.00, 0.00, 0.01], [0.01, -0.01, 0.01], [0.00, 0.00, 0.00], [0.00, -0.01, 0.00], [0.01, 0.00, 0.00], [0.03, 0.02, -0.01], [-0.01, 0.00, 0.01], [0.00, 0.00, 0.01], [0.01, 0.01, 0.00], [-0.01, 0.00, 0.00], [-0.01, 0.01, 0.03]]
}

=====

{
  "formula": "C28H16Cl5N2Ru",
  "method": "the ωB97M-V functional and the def2-TZVPD basis",
  "spin_multiplicity": 1,
  "e_above_lowest_ev": 2.132,
  "total_charge": 1,
  "lumo_ha": [-0.184, -0.185],
  "homo_lumo_gap_ev": [6.016, 6.013],
  "total_energy_ev": -97460.2744,
  "species": ["Ru", "Cl", "C", "C", "C", "Cl", "C", "Cl", "C", "Cl", "C", "Cl", "C", "C", "C", "C", "C", "C", "C", "C", "C", "C", "C", "C", "C", "C", "C", "H", "H", "H", "H", "H", "H", "H", "H", "H", "H", "N", "C", "N", "C", "C", "C", "C", "C", "C", "H", "H", "H", "H", "H", "H"],
  "coordinates": [[1.161, 1.324, -1.313], [4.401, 0.239, 0.586], [4.252, 1.711, -0.285], [3.076, 1.963, -0.980], [2.962, 3.207, -1.594], [1.355, 3.417, -2.253], [3.959, 4.162, -1.647], [3.750, 5.648, -2.472], [5.153, 3.861, -0.969], [6.424, 5.003, -0.965], [5.289, 2.650, -0.275], [6.717, 2.330, 0.616], [-0.697, 1.258, -0.676], [-1.700, 0.985, -0.009], [-2.784, 0.451, 0.685], [-3.507, -0.619, 0.085], [-3.209, -0.990, -1.253], [-3.916, -1.976, -1.891], [-4.935, -2.651, -1.229], [-5.237, -2.313, 0.087], [-4.554, -1.310, 0.734], [-2.973, 0.979, 2.036], [-2.939, 0.136, 3.154], [-3.050, 0.663, 4.425], [-3.215, 2.031, 4.607], [-3.249, 2.875, 3.505], [-3.110, 2.361, 2.231], [-2.431, -0.456, -1.781], [-3.684, -2.227, -2.915], [-5.495, -3.417, -1.741], [-6.018, -2.845, 0.606], [-4.832, -1.044, 1.742], [-2.790, -0.925, 3.017], [-2.989, 0.006, 5.279], [-3.291, 2.438, 5.605], [-3.368, 3.941, 3.640], [-3.140, 3.017, 1.374], [0.954, -2.746, -0.206], [0.542, -1.471, -0.177], [1.335, -0.668, -0.863], [2.341, -1.474, -1.375], [3.459, -1.174, -2.152], [4.313, -2.208, -2.468], [4.060, -3.519, -2.054], [2.957, -3.842, -1.291], [2.104, -2.799, -0.955], [0.499, -3.523, 0.250], [-0.346, -1.148, 0.335], [3.656, -0.163, -2.479], [5.201, -2.002, -3.046], [4.752, -4.295, -2.337], [2.784, -4.851, -0.951]],
  "forces_ev_per_a": [[-1.26, -2.05, -1.43], [0.12, 0.02, 0.22], [-0.06, 0.07, -0.05], [-0.71, 1.25, 0.83], [0.90, -0.26, 0.22], [-0.06, 1.38, -0.41], [0.20, -0.06, 0.01], [-0.11, -0.07, 0.01], [-0.32, 0.01, -0.09], [-0.01, -0.04, 0.00], [-0.09, -0.21, -0.01], [0.07, 0.02, -0.05], [2.12, 0.57, 0.77], [-2.11, -0.23, 0.58], [1.98, 0.84, -0.53], [-0.82, -0.98, -0.74], [0.08, 0.34, 0.43], [-0.12, -0.23, -0.15], [0.14, 0.28, 0.26], [-0.16, -0.35, -0.16], [0.39, 0.49, 0.03], [-0.21, 0.14, 0.55], [-0.14, -0.01, -0.34], [0.04, 0.13, 0.14], [0.09, -0.09, -0.16], [-0.01, 0.01, 0.19], [0.04, -0.29, -0.27], [-0.01, -0.06, 0.01], [0.03, 0.00, -0.09], [-0.07, -0.12, -0.01], [-0.11, 0.01, 0.05], [-0.02, 0.07, 0.09], [0.00, -0.09, 0.02], [-0.03, -0.04, 0.07], [-0.05, 0.02, 0.04], [-0.02, 0.02, 0.00], [0.05, 0.04, -0.07], [-0.21, -0.26, 0.21], [0.09, 0.52, -0.17], [-0.23, -0.41, 0.46], [0.14, -0.91, 0.01], [-0.11, -0.06, -0.01], [-0.10, 0.20, -0.07], [-0.10, -0.13, 0.13], [0.11, 0.03, 0.00], [0.57, 0.53, -0.45], [0.05, 0.16, -0.06], [-0.04, 0.00, 0.09], [0.02, 0.03, -0.02], [0.03, 0.01, -0.07], [0.09, -0.13, 0.00], [-0.05, -0.13, 0.00]]
}

=====

{
  "formula": "C28H18Cl5CrNOS",
  "method": "the ωB97M-V functional and the def2-TZVPD basis",
  "spin_multiplicity": 4,
  "e_above_lowest_ev": 0.000,
  "total_charge": -1,
  "s_squared": 4.1716,
  "lumo_ha": [0.084, 0.084],
  "homo_lumo_gap_ev": [6.247, 5.319],
  "total_energy_ev": -134734.8467,
  "species": ["Cr", "C", "C", "C", "C", "C", "C", "H", "H", "H", "H", "H", "H", "Cl", "C", "C", "C", "Cl", "C", "Cl", "C", "Cl", "C", "Cl", "N", "C", "C", "C", "C", "C", "C", "H", "H", "H", "H", "H", "C", "C", "O", "S", "C", "C", "C", "C", "C", "C", "C", "C", "H", "H", "H", "H", "H", "H", "H"],
  "coordinates": [[2.130, 1.490, -1.334], [0.828, 3.329, -2.001], [1.357, 2.650, -3.168], [2.727, 2.515, -3.332], [3.590, 2.788, -2.259], [3.049, 3.431, -1.063], [1.693, 3.807, -1.036], [-0.237, 3.486, -1.912], [0.681, 2.270, -3.920], [3.124, 2.028, -4.214], [4.657, 2.645, -2.337], [3.719, 3.748, -0.278], [1.300, 4.335, -0.176], [1.491, 1.653, 1.821], [2.832, 0.585, 1.503], [3.212, 0.432, 0.172], [4.299, -0.409, -0.032], [4.830, -0.678, -1.675], [4.976, -1.058, 0.998], [6.329, -2.084, 0.671], [4.550, -0.876, 2.311], [5.365, -1.671, 3.608], [3.463, -0.045, 2.568], [2.922, 0.191, 4.194], [0.529, 0.120, -1.611], [0.205, -0.317, -2.897], [1.236, -0.672, -3.776], [0.962, -1.043, -5.081], [-0.348, -1.088, -5.548], [-1.378, -0.759, -4.677], [-1.111, -0.378, -3.370], [2.256, -0.649, -3.408], [1.780, -1.312, -5.740], [-0.560, -1.382, -6.568], [-2.406, -0.790, -5.019], [-1.917, -0.114, -2.697], [-5.945, -3.099, 6.128], [-5.333, -2.720, 4.800], [-4.995, -3.517, 3.971], [-5.220, -0.943, 4.594], [-4.033, -0.778, 3.292], [-4.335, -1.129, 1.980], [-3.391, -0.965, 0.984], [-2.123, -0.424, 1.263], [-1.841, -0.069, 2.592], [-2.780, -0.250, 3.590], [-1.171, -0.242, 0.229], [-0.355, -0.070, -0.657], [-6.153, -4.166, 6.142], [-6.864, -2.535, 6.297], [-5.252, -2.841, 6.929], [-5.309, -1.537, 1.745], [-3.625, -1.248, -0.033], [-0.868, 0.340, 2.827], [-2.542, 0.016, 4.612]],
  "forces_ev_per_a": [[-0.75, -0.31, -0.05], [-0.12, -0.02, 0.03], [-0.02, -0.08, -0.14], [0.30, -0.08, 0.08], [0.14, 0.23, 0.02], [0.14, 0.29, 0.02], [0.11, -0.08, 0.12], [0.00, -0.02, 0.00], [-0.01, 0.03, -0.01], [-0.05, 0.07, -0.06], [-0.01, -0.11, -0.07], [0.00, -0.04, 0.03], [0.01, 0.01, 0.00], [-0.02, 0.07, 0.15], [0.10, -0.02, -0.21], [0.04, 0.04, -0.03], [-0.17, 0.05, 0.08], [0.05, -0.03, -0.05], [0.02, -0.02, -0.05], [0.00, -0.01, 0.01], [0.04, -0.03, -0.03], [0.00, 0.00, 0.02], [-0.08, 0.05, 0.06], [0.01, -0.01, -0.01], [0.46, -0.05, 0.15], [-0.07, -0.03, -0.02], [0.05, 0.07, -0.01], [-0.02, -0.01, -0.02], [0.00, 0.00, 0.03], [0.01, 0.01, 0.02], [-0.04, -0.07, 0.04], [0.00, -0.01, 0.00], [0.01, 0.00, 0.01], [0.00, 0.00, 0.00], [0.00, 0.00, 0.00], [0.00, 0.00, -0.01], [-0.07, 0.03, 0.01], [-0.15, 0.05, -0.06], [0.16, -0.03, 0.04], [0.12, -0.01, 0.06], [-0.12, -0.02, -0.03], [0.04, 0.03, -0.01], [-0.04, 0.01, 0.05], [0.00, -0.03, -0.11], [0.04, 0.01, 0.03], [0.02, -0.01, -0.02], [-0.03, 0.00, 0.09], [-0.16, 0.10, -0.14], [0.00, 0.01, -0.01], [0.01, 0.00, 0.00], [0.02, -0.03, 0.00], [0.00, -0.01, 0.00], [0.01, 0.00, 0.00], [0.00, 0.00, 0.01], [0.01, 0.00, 0.00]]
}